# 1
Below is a 2-piece molecular cluster, C3H8OS overall in a non-equilibrium geometry, with properties calculated with ωB97M-V/def2-TZVPD.

Geometry as ORCA input:
```
! wB97M-V def2-TZVPD RIJCOSX def2/J DEFGRID3
* xyz 0 1
C -4.2017 -0.1301 -0.9380
O -3.2783 0.6207 -1.0229
H -4.6687 -0.6501 -1.7849
H -4.6941 -0.3951 0.0296
C 2.0164 0.5711 1.1401
C 1.5766 0.2125 -0.2850
S 1.5698 -1.5801 -0.5835
H 2.9134 0.0074 1.3999
H 2.2704 1.6244 1.1965
H 1.2446 0.2977 1.8490
H 2.2529 0.7013 -0.9851
H 0.5604 0.5818 -0.4099
H 2.4384 -1.8615 0.3943
*
```

Results
**LUMO level**: 0.87 eV
**Frontier orbital gap**: 9.80 eV
**Relative energy (zero: lowest compared OMol25 entry of this formula, charge and spin)**: 89.65 kJ/mol
**Structure (SMILES)**: C=O.CCS

# 2
Below is a 2-piece molecular cluster, C3H8OS2 overall in a non-equilibrium geometry, with properties calculated with ωB97M-V/def2-TZVPD.

Geometry as ORCA input:
```
! wB97M-V def2-TZVPD RIJCOSX def2/J DEFGRID3
* xyz 0 1
C -1.7556 1.3079 -0.8672
C -2.4545 0.9508 0.3595
O -3.6514 1.1644 0.5613
H -2.0734 2.3039 -1.0624
H -2.3733 0.7344 -1.7102
H -0.7279 1.2914 -1.0366
H -1.8031 0.4818 1.1915
C 2.5791 0.5142 -0.8368
S 1.9536 -0.3338 0.6437
S 0.4576 -1.6718 -0.0168
H 1.7385 0.4357 -1.5197
H 3.4619 0.0755 -1.4529
H 2.7649 1.5317 -0.6893
H -0.5692 -0.7177 -0.1743
*
```

Results
**LUMO level**: 0.23 eV
**Frontier orbital gap**: 9.60 eV
**Relative energy (zero: lowest compared OMol25 entry of this formula, charge and spin)**: 131.08 kJ/mol
**Structure (SMILES)**: CC=O.CSS

# 3
Below is a 2-piece molecular cluster, C3H8OS2 overall, with properties calculated with ωB97M-V/def2-TZVPD.

Geometry as ORCA input:
```
! wB97M-V def2-TZVPD RIJCOSX def2/J DEFGRID3
* xyz 0 1
C -0.0007 1.8451 -1.1833
C 0.1592 1.6236 0.1105
O -0.2495 2.4932 1.0959
H 0.3065 1.0723 -1.8752
H -0.3734 2.7970 -1.5467
H 0.7822 0.8017 0.4351
H -1.2056 2.4009 1.1922
C 0.8554 -2.2512 0.0085
S -0.6634 -2.8314 0.7934
S -1.5067 -1.0026 1.3695
H 1.3900 -3.1035 -0.3848
H 0.5811 -1.5805 -0.8101
H 1.4503 -1.6537 0.6947
H -1.5255 -0.6108 0.1004
*
```

Results
**LUMO level**: 0.32 eV
**Frontier orbital gap**: 9.15 eV
**Relative energy (zero: lowest compared OMol25 entry of this formula, charge and spin)**: 120.39 kJ/mol
**Structure (SMILES)**: C=CO.CSS

# 4
Below is a 2-piece molecular cluster, C3H8OS2 overall in a non-equilibrium geometry, with properties calculated with ωB97M-V/def2-TZVPD.

Geometry as ORCA input:
```
! wB97M-V def2-TZVPD RIJCOSX def2/J DEFGRID3
* xyz 0 1
C 3.6726 -1.2808 -0.7735
C 2.4814 -0.7101 -0.0178
O 1.7673 -1.4054 0.6459
H 3.7922 -0.8955 -1.7691
H 4.5424 -0.9925 -0.1375
H 3.5106 -2.3586 -0.7000
H 2.4775 0.4283 -0.1152
C -1.6516 1.2252 1.6909
S -1.2980 -0.0489 0.4627
S -1.7750 0.8916 -1.2407
H -2.4457 1.9114 1.3678
H -1.8848 0.7115 2.6831
H -0.7246 1.7620 1.7492
H -0.6713 1.7041 -1.3754
*
```

Results
**LUMO level**: 0.63 eV
**Frontier orbital gap**: 9.36 eV
**Relative energy (zero: lowest compared OMol25 entry of this formula, charge and spin)**: 75.64 kJ/mol
**Structure (SMILES)**: CC=O.CSS

# 5
Below is one molecule with the formula C3H8OSi in a non-equilibrium geometry, with properties calculated with ωB97M-V/def2-TZVPD.

Geometry as ORCA input:
```
! wB97M-V def2-TZVPD RIJCOSX def2/J DEFGRID3
* xyz 0 1
O 2.1201 0.4991 1.4972
Si 0.5289 0.2368 1.7989
C -0.6679 -0.5758 -0.0163
C -1.1917 0.3067 -1.1917
C 0.0184 -0.5750 -1.2957
H 2.4190 0.8502 0.6744
H 0.3302 -0.5159 3.0309
H -0.0823 1.4810 1.5885
H -1.3902 -1.2864 0.2756
H -0.9738 1.3591 -1.1500
H -2.0051 0.0046 -1.8035
H -0.2397 -1.4400 -1.8901
H 1.1342 -0.3444 -1.5183
*
```

Results
**LUMO level**: 0.71 eV
**Frontier orbital gap**: 9.68 eV
**Relative energy (zero: lowest compared OMol25 entry of this formula, charge and spin)**: 205.24 kJ/mol
**Structure (SMILES)**: O[SiH2]C1CC1

# 6
Below is one molecule with the formula C3H8OSi2 in a non-equilibrium geometry, with properties calculated with ωB97M-V/def2-TZVPD.

Geometry as ORCA input:
```
! wB97M-V def2-TZVPD RIJCOSX def2/J DEFGRID3
* xyz 0 1
C 0.7596 -0.4921 -0.7517
C 0.7182 0.1792 0.5310
C -0.6206 -0.3047 -1.2729
O 1.7126 -1.2439 -1.0673
Si 1.6571 -0.9195 1.8370
Si -1.8217 1.1643 -1.1016
H 0.0196 1.0780 0.6785
H -1.1173 -1.3086 -1.3859
H 0.5279 -1.8850 2.2451
H 1.7559 0.2411 2.6924
H 2.7024 -1.3400 0.9507
H -1.0032 2.4117 -0.9476
H -2.8282 1.0799 -0.0198
H -2.4623 1.3396 -2.3880
*
```

Results
**LUMO level (alpha / beta)**: -1.14 / -1.11 eV
**Frontier orbital gap (alpha / beta)**: 7.84 / 7.92 eV
**Relative energy (zero: lowest compared OMol25 entry of this formula, charge and spin)**: 453.41 kJ/mol

# 7
Below is one molecule with the formula C3H8P2 in a non-equilibrium geometry, with properties calculated with ωB97M-V/def2-TZVPD.

Geometry as ORCA input:
```
! wB97M-V def2-TZVPD RIJCOSX def2/J DEFGRID3
* xyz 0 1
C 1.2872 2.3110 -0.0895
P 0.2524 0.9743 -0.0114
C 1.2235 -0.5073 -0.4418
P -1.8208 1.1535 0.1487
C -2.3859 -0.5654 0.2068
H 2.2104 2.1317 0.3232
H 0.8275 3.2882 -0.1378
H 1.7708 -0.8267 0.4599
H 2.1758 -0.2406 -1.0494
H 0.6012 -1.2242 -0.9363
H -2.0586 -1.0217 -0.7938
H -3.4803 -0.6445 0.1883
H -1.9369 -1.0220 1.1543
*
```

Results
**LUMO level**: 0.01 eV
**Frontier orbital gap**: 6.99 eV
**Relative energy (zero: lowest compared OMol25 entry of this formula, charge and spin)**: 141.23 kJ/mol
**Structure (SMILES)**: C=P(C)=PC

# 8
Below is one molecule with the formula C3H8P2 in a non-equilibrium geometry, with properties calculated with ωB97M-V/def2-TZVPD.

Geometry as ORCA input:
```
! wB97M-V def2-TZVPD RIJCOSX def2/J DEFGRID3
* xyz 0 1
C 1.4793 0.3714 -0.3501
C 0.6729 -0.9132 -0.4587
P -1.0104 -0.8038 0.2809
C -1.5561 0.8489 0.0335
P -1.9248 1.7955 1.3654
H 0.8898 1.2029 -0.7323
H 1.7459 0.5845 0.6831
H 2.3919 0.2878 -0.9387
H 1.1997 -1.7582 0.0009
H 0.5126 -1.1521 -1.5161
H -1.5262 -1.9264 -0.4654
H -0.8207 -1.5158 1.4869
H -2.0538 2.9786 0.6106
*
```

Results
**LUMO level**: 0.10 eV
**Frontier orbital gap**: 7.81 eV
**Relative energy (zero: lowest compared OMol25 entry of this formula, charge and spin)**: 203.00 kJ/mol
**Structure (SMILES)**: CC[PH2]=C=P

# 9
Below is a 2-piece molecular cluster, C3H8S overall in a non-equilibrium geometry, with properties calculated with ωB97M-V/def2-TZVPD.

Geometry as ORCA input:
```
! wB97M-V def2-TZVPD RIJCOSX def2/J DEFGRID3
* xyz 0 1
C -2.1280 0.8252 0.6132
C 0.7197 0.5354 0.1202
C 0.7350 -0.9444 -0.1076
S 2.5798 -1.1213 -0.7081
H -1.7689 1.7934 0.2129
H -2.7791 0.2242 0.0817
H -2.2253 0.8158 1.7200
H 0.3665 1.0352 1.0122
H 0.9397 1.0933 -0.7271
H 0.7242 -1.4301 0.8139
H 0.3584 -1.2794 -1.0829
H 2.4781 -1.5472 -1.9485
*
```

Results
**LUMO level (alpha / beta)**: 0.17 / 0.13 eV
**Frontier orbital gap (alpha / beta)**: 9.09 / 8.00 eV
**Relative energy (zero: lowest compared OMol25 entry of this formula, charge and spin)**: 468.62 kJ/mol

# 10
Below is one molecule with the formula C3H8S2 in a non-equilibrium geometry, with properties calculated with ωB97M-V/def2-TZVPD.

Geometry as ORCA input:
```
! wB97M-V def2-TZVPD RIJCOSX def2/J DEFGRID3
* xyz 0 1
C -1.1666 -1.2417 0.5689
C -0.7267 0.2055 0.7821
C 0.4999 0.4276 -0.0827
S 1.1764 1.9988 -0.1177
S 2.6033 1.1163 -1.9860
H -0.2241 -1.8300 0.4659
H -1.5508 -1.8395 1.3782
H -1.7889 -1.4102 -0.2868
H -0.4119 0.3257 1.8441
H -1.5030 0.9309 0.5545
H 0.3316 -0.1455 -1.0064
H 1.1983 -0.2233 0.4462
H 1.5624 1.6854 -2.5602
*
```

Results
**LUMO level**: -1.43 eV
**Frontier orbital gap**: 7.71 eV
**Relative energy (zero: lowest compared OMol25 entry of this formula, charge and spin)**: 190.00 kJ/mol
**Structure (SMILES)**: CCCSS

# 11
Below is a 2-piece molecular cluster, C3H8S2 overall in a non-equilibrium geometry, with properties calculated with ωB97M-V/def2-TZVPD.

Geometry as ORCA input:
```
! wB97M-V def2-TZVPD RIJCOSX def2/J DEFGRID3
* xyz 1 2
C -0.1567 -1.2306 1.2327
C 1.2864 -1.1899 0.7009
S 1.5812 0.0177 -0.4924
S -2.1975 1.0496 -0.7020
C -0.8446 1.8370 -1.5914
H -0.7789 -1.6853 0.4468
H -0.5459 -0.2262 1.2902
H -0.3096 -1.7493 2.1746
H 1.7955 -2.1485 0.5576
H 1.8267 -0.7318 1.5808
H -0.1451 2.1777 -0.8061
H -0.2926 1.1802 -2.2593
H -1.2189 2.6995 -2.1323
*
```

Results
**<S²>**: 0.759
**LUMO level (alpha / beta)**: -9.51 / -9.27 eV
**Frontier orbital gap (alpha / beta)**: 3.96 / 3.99 eV
**Relative energy (zero: lowest compared OMol25 entry of this formula, charge and spin)**: 419.00 kJ/mol

# 12
Below is an isolated ion of composition C3H8S2 and charge +1 in a non-equilibrium geometry, with properties calculated with ωB97M-V/def2-TZVPD.

Geometry as ORCA input:
```
! wB97M-V def2-TZVPD RIJCOSX def2/J DEFGRID3
* xyz 1 2
C 0.5527 0.6011 -0.3845
C -0.7919 1.3813 -0.0034
C 0.1627 -0.7682 -0.8718
S -0.8095 -1.7110 0.3607
S 0.7406 -1.4599 2.1211
H 1.0364 0.8548 0.5605
H 1.1103 1.1486 -1.1441
H -0.3776 2.3799 0.1230
H -1.7109 1.5796 -0.5455
H -1.0930 0.9053 0.9313
H 0.9841 -1.4107 -1.2177
H -0.5924 -0.7461 -1.6685
H 0.7886 -2.7546 1.7390
*
```

Results
**<S²>**: 0.756
**LUMO level (alpha / beta)**: -6.71 / -8.73 eV
**Frontier orbital gap (alpha / beta)**: 8.62 / 6.57 eV
**Relative energy (zero: lowest compared OMol25 entry of this formula, charge and spin)**: 199.78 kJ/mol

> What is the relative energy (zero: lowest compared OMol25 entry of this formula, charge and spin) in the first record?

89.65 kJ/mol